ORCA calculation (ωB97M-V/def2-TZVPD) on a single C3H6N4 molecule in a non-equilibrium geometry.

Last column: natural (NBO) charge in e.
Element x y z (Å)
C  -2.484  -1.185  -0.141  0.114
C  0.534  1.813  -0.060  -0.343
C  1.470  -0.906  -0.097  -0.437
N  -1.656  0.978  -0.157  -0.162
N  -2.142  -0.100  0.046  -0.029
N  0.114  -0.522  -0.226  -0.404
N  -0.239  0.718  -0.090  0.078
H  -2.647  -2.078  0.378  0.223
H  1.543  1.767  0.136  0.195
H  0.006  2.720  0.220  0.202
H  2.187  -0.725  -0.940  0.187
H  1.880  -0.594  0.911  0.176
H  1.433  -1.886  0.019  0.200

Computed properties:
Highest occupied orbital energy (eV): -7.7
Energy relative to the best compared isomer or geometry (same formula, charge and spin) (kJ/mol): 715.8
E_LUMO (eV): 0.700
Spin multiplicity: 1
Calculated total energy (hartree): -336.67662

ORCA calculation (ωB97M-V/def2-TZVPD) on a single C3H6N4 molecule in a non-equilibrium geometry.

Last column: natural (NBO) charge in e.
Element x y z (Å)
C  0.263  1.355  1.058  -0.418
N  0.300  0.219  0.226  -0.277
C  0.611  -0.997  0.636  0.245
N  0.431  -2.099  -0.019  -0.371
N  -0.427  -1.959  -1.203  -0.298
C  -0.691  -0.837  -1.580  0.206
N  -0.189  0.355  -1.068  -0.466
H  1.235  1.305  1.649  0.214
H  0.068  2.305  0.506  0.224
H  -0.455  1.285  1.899  0.195
H  1.097  -1.083  1.520  0.184
H  -1.332  -0.867  -2.464  0.195
H  -0.911  1.018  -1.160  0.368

Computed properties:
Highest occupied orbital energy (eV): -7.6
Energy relative to the best compared isomer or geometry (same formula, charge and spin) (kJ/mol): 374.4
SMILES: CN1C=NN=CN1
E_LUMO (eV): 0.603
Spin multiplicity: 1
Calculated total energy (hartree): -336.80664

ORCA calculation (ωB97M-V/def2-TZVPD) on a single C3H6N4 molecule in a non-equilibrium geometry.

Last column: natural (NBO) charge in e.
Element x y z (Å)
C  -0.313  -1.382  -0.752  0.211
C  1.162  0.075  -2.027  0.249
C  0.083  0.166  1.055  0.210
N  0.235  -0.633  -1.621  -0.431
N  -0.347  -1.082  0.591  -0.651
N  0.994  1.287  -2.682  -0.821
N  -0.193  0.302  2.360  -0.806
H  -0.909  -2.176  -0.951  0.166
H  -0.766  -1.874  1.073  0.369
H  1.682  1.275  -3.388  0.392
H  -0.001  1.465  -2.939  0.357
H  -0.776  -0.480  2.933  0.355
H  -0.163  1.234  2.614  0.400

Computed properties:
Highest occupied orbital energy (eV): -7.0
Energy relative to the best compared isomer or geometry (same formula, charge and spin) (kJ/mol): 410.9
E_LUMO (eV): 0.861
Spin multiplicity: 1
Calculated total energy (hartree): -336.79273

ORCA calculation (ωB97M-V/def2-TZVPD) on a single C3H6N4 molecule in a non-equilibrium geometry.

Last column: natural (NBO) charge in e.
Element x y z (Å)
C  -1.223  0.867  -1.466  -0.414
N  -1.098  0.375  0.067  -0.644
C  0.026  0.192  0.712  0.456
N  0.413  -0.203  1.935  -0.515
C  1.512  -1.006  1.787  0.096
N  1.967  -0.902  0.518  -0.302
N  1.037  -0.284  -0.083  -0.370
H  -0.422  1.653  -1.807  0.221
H  -2.127  1.407  -1.482  0.211
H  -1.137  -0.187  -2.079  0.204
H  -2.200  0.028  0.354  0.425
H  2.019  -1.350  2.754  0.212
H  1.233  -0.590  -1.209  0.423

Computed properties:
Highest occupied orbital energy (eV): -8.0
Energy relative to the best compared isomer or geometry (same formula, charge and spin) (kJ/mol): 399.5
SMILES: CNc1ncn[nH]1
E_LUMO (eV): 0.549
Spin multiplicity: 1
Calculated total energy (hartree): -336.79709